1.
2 unconnected molecules or ions with the total composition C6H12N2S, computed with ωB97M-V/def2-TZVPD.

## Properties
Molar mass ... 144.243 g mol⁻¹
F_max ... 2.12 eV/Å
DFT total energy ... -20223.112 eV
Multiplicity ... 2
HOMO energy (alpha / beta) ... -11.569 / -11.568 eV
Orbital gap (alpha / beta) ... 8.339 / 3.250 eV
Charge ... +1
Relative energy (zero: lowest compared OMol25 entry of this formula, charge and spin) ... 77.18 kJ/mol

Positions of all 21 atoms, in Å:
C1 -1.86171 2.44722 0.72390
C2 -2.34726 -0.05149 1.17972
C3 -1.53746 1.03364 1.13091
C4 -0.28410 -0.63515 1.53269
N1 -1.53685 -1.13830 1.46067
N2 -0.17607 0.64089 1.28904
H1 -3.37752 -0.24535 0.93741
H2 -1.85438 -2.05959 1.67021
H3 -2.07805 2.61329 -0.32249
H4 -1.11202 3.06323 1.18914
H5 0.57783 -1.25780 1.73486
H6 -2.81028 2.71199 1.21080
C5 2.88662 -1.66483 -0.65585
C6 1.31604 0.07506 -2.42196
S1 2.92089 -0.62525 -2.09763
H7 3.21583 -1.25379 0.30087
H8 1.81440 -1.83852 -0.49196
H9 3.35578 -2.59820 -0.96055
H10 1.43645 1.15485 -2.55511
H11 0.66132 -0.05034 -1.55960
H12 0.79053 -0.32155 -3.29507

2.
A gas-phase ion, C6H12N3 (charge +1), computed with ωB97M-V/def2-TZVPD.

## Properties
Molar mass ... 126.183 g mol⁻¹
F_max ... 5.37 eV/Å
DFT total energy ... -10879.571 eV
HOMO energy ... -14.321 eV
Orbital gap ... 9.952 eV
Charge ... +1
Relative energy (zero: lowest compared OMol25 entry of this formula, charge and spin) ... 168.50 kJ/mol
Structure (SMILES) ... [H]/N=C1/C(=[NH2+])NCC[C@H]1C

Positions of all 21 atoms, in Å:
H1 -0.19887 -0.53882 -2.98784
N1 0.07623 0.26414 -2.42493
C1 0.11641 0.09841 -1.17150
C2 0.51910 1.34882 -0.24619
N2 0.55989 2.46241 -0.93846
N3 0.53048 1.27901 1.08210
C3 0.31831 0.11112 1.79492
C4 0.73245 -1.04259 0.89819
C5 -0.13849 -1.19611 -0.33074
C6 -1.65492 -1.33398 -0.25161
H2 0.30852 2.33445 -1.84640
H3 1.04816 3.22258 -0.45457
H4 0.84244 2.06684 1.63459
H5 -0.76865 0.01554 1.87561
H6 0.73061 0.00490 2.87789
H7 1.81847 -1.00465 0.59196
H8 0.57625 -1.93046 1.56269
H9 0.18368 -2.04027 -0.99613
H10 -1.89631 -0.30131 -0.18423
H11 -1.76349 -1.92226 0.64576
H12 -1.94026 -1.89777 -1.13111

3.
A molecular structure, C6H12N3, computed with ωB97M-V/def2-TZVPD.

## Properties
Molar mass ... 126.183 g mol⁻¹
F_max ... 5.02 eV/Å
DFT total energy ... -10878.346 eV
HOMO energy ... -13.893 eV
Orbital gap ... 10.393 eV
Charge ... +1
Relative energy (zero: lowest compared OMol25 entry of this formula, charge and spin) ... 286.66 kJ/mol

Positions of all 21 atoms, in Å:
C1 3.09474 -0.24969 0.86527
C2 3.97133 0.68093 0.03840
C3 -2.48117 -0.75522 -0.65842
C4 -3.26284 0.08778 0.04734
C5 -1.17188 -0.94969 -0.18712
C6 -4.71692 0.25067 -0.16659
N1 2.32698 -1.26231 0.05922
N2 -0.11192 -0.99843 0.27495
N3 3.97901 0.47461 -1.18078
H1 3.67562 -0.79289 1.67449
H2 4.51127 1.44704 0.69027
H3 -2.66255 -1.42669 -1.47011
H4 -2.86574 0.52874 0.90221
H5 -4.94088 -0.29712 -0.95083
H6 -5.35229 -0.23100 0.67477
H7 -5.13571 1.28744 -0.35283
H8 1.12241 -1.05944 0.29383
H9 2.46546 -2.19703 0.35558
H10 2.27081 0.32618 1.35537
H11 4.50098 1.13027 -1.86382
H12 2.72268 -1.10849 -0.93379

4.
A gas-phase ion, C6H12N3 (charge +1), computed with ωB97M-V/def2-TZVPD.

## Properties
Molar mass ... 126.183 g mol⁻¹
F_max ... 5.73 eV/Å
DFT total energy ... -10876.117 eV
HOMO energy (alpha / beta) ... -11.818 / -11.819 eV
Orbital gap (alpha / beta) ... 7.782 / 7.783 eV
Charge ... +1
Relative energy (zero: lowest compared OMol25 entry of this formula, charge and spin) ... 501.77 kJ/mol

Positions of all 21 atoms, in Å:
C1 1.56876 1.73138 -1.01947
C2 -0.86592 0.12205 -0.35974
C3 1.16663 -0.74014 -1.08544
C4 1.89205 3.07704 -0.64338
C5 0.21333 -2.03252 0.62378
C6 -2.59553 -0.75340 1.14754
N1 1.66611 0.54980 -1.06982
N2 -0.03913 -0.94362 -0.22640
N3 -2.02000 0.22381 0.19265
H1 0.83849 -0.95469 -2.13502
H2 2.03884 -1.42241 -0.91983
H3 2.02080 3.25913 0.44213
H4 1.21850 3.83708 -1.01366
H5 2.96766 3.22489 -0.99852
H6 0.27863 -2.98147 0.05084
H7 1.16827 -2.06198 1.18552
H8 -0.59443 -2.14148 1.47957
H9 -3.68462 -0.56914 1.00199
H10 -2.34418 -0.65652 2.14390
H11 -2.29912 -1.80277 0.94931
H12 -2.59514 1.03498 0.25403

5.
A gas-phase ion, C6H12N3 (charge +1), computed with ωB97M-V/def2-TZVPD.

## Properties
Molar mass ... 126.183 g mol⁻¹
F_max ... 3.72 eV/Å
DFT total energy ... -10878.057 eV
HOMO energy (alpha / beta) ... -12.198 / -12.197 eV
Orbital gap (alpha / beta) ... 6.849 / 6.848 eV
Charge ... +1
Relative energy (zero: lowest compared OMol25 entry of this formula, charge and spin) ... 314.58 kJ/mol
Structure (SMILES) ... C/C(N)=C(C)\N=C/C=[NH2+]

Positions of all 21 atoms, in Å:
C1 -0.37294 -1.14528 1.38696
C2 -0.77200 -0.44126 0.17610
N1 -1.66442 -0.99118 -0.66118
C3 -0.46154 0.91144 0.15464
C4 -1.51230 1.92833 -0.11702
N2 0.71555 1.42864 0.40834
C5 1.90173 0.76967 0.40821
C6 2.29486 -0.21410 -0.43301
N3 1.59322 -0.97199 -1.27014
H1 -0.38081 -2.23125 1.13525
H2 -1.26996 -1.07315 2.09691
H3 0.50401 -0.73442 1.95252
H4 -2.16506 -0.57404 -1.45864
H5 -1.84827 -1.97936 -0.47032
H6 -1.21454 2.84211 -0.72822
H7 -1.73678 2.26411 0.80821
H8 -2.46240 1.40080 -0.36193
H9 2.83552 1.28595 0.86081
H10 3.38000 -0.42573 -0.34632
H11 0.57999 -0.93818 -1.30937
H12 2.05613 -1.11110 -2.23181

6.
2 unconnected molecules or ions with the total composition C6H12N3, computed with ωB97M-V/def2-TZVPD.

## Properties
Molar mass ... 126.183 g mol⁻¹
F_max ... 2.36 eV/Å
DFT total energy ... -10875.417 eV
HOMO energy (alpha / beta) ... -11.701 / -11.699 eV
Orbital gap (alpha / beta) ... 5.832 / 5.830 eV
Charge ... +1
Relative energy (zero: lowest compared OMol25 entry of this formula, charge and spin) ... 569.24 kJ/mol

Positions of all 21 atoms, in Å:
C1 -2.06802 -1.08169 -0.42072
C2 -1.30988 -1.67428 0.42821
C3 -1.84300 0.12361 -1.16759
C4 2.04193 -0.96154 1.07084
C5 -2.77052 0.65822 -1.99677
C6 1.84675 1.16538 2.19974
N1 2.74884 -1.89606 0.48099
N2 -2.59961 1.79735 -2.67673
N3 2.58480 0.13653 1.51151
H1 -3.03472 -1.55190 -0.60701
H2 -0.53814 -1.97287 1.08957
H3 -0.88792 0.60214 -1.02709
H4 -3.72646 0.17400 -2.14377
H5 2.24330 1.31156 3.20374
H6 1.90993 2.10951 1.65810
H7 0.80549 0.86150 2.27896
H8 2.31150 -2.75211 0.18646
H9 3.75627 -1.83240 0.34228
H10 -1.73741 2.30982 -2.59979
H11 -3.32475 2.17460 -3.25993
H12 3.59163 0.29864 1.44900